Entry from OMol25: a molecular structure, C8H3Cl6F5O3TeZr (ωB97M-V with the def2-TZVPD basis set).

Results
2S+1: 1
Gap between HOMO and LUMO: 0.32814 Eh
DFT total energy: -4108.15423 Eh
Highest occupied orbital energy: -9.47 eV

```
27
Properties=species:S:1:pos:R:3:forces:R:3:mulliken_charge:R:1
Zr 0.9376 1.1430 0.3881 0.287 0.076 -0.354 1.9391
Cl 0.1269 0.5316 -2.3475 0.135 -0.013 0.026 -0.2355
C -1.3529 0.4064 -1.4025 0.011 -0.111 0.117 1.2501
C -1.1434 0.2859 -0.0467 -0.147 0.443 -0.047 -1.0611
C -2.2630 0.4610 0.7475 0.098 0.029 -0.034 0.7721
Cl -1.9900 0.6301 2.4509 -0.065 -0.045 0.204 -0.2218
C -3.5364 0.6510 0.2250 0.010 -0.163 -0.042 -0.3606
Cl -4.8878 0.8722 1.2580 -0.037 -0.006 0.016 -0.1717
C -3.6994 0.6750 -1.1642 -0.021 -0.006 -0.027 0.6554
Cl -5.2647 0.8667 -1.8414 -0.003 0.000 -0.008 -0.1727
C -2.5893 0.5815 -2.0034 -0.089 -0.066 0.082 -0.5078
Cl -2.7478 0.7009 -3.7058 0.020 0.003 -0.065 -0.1820
C 0.8722 -3.2508 -0.8455 0.034 -0.031 -0.048 -0.7764
O 0.6293 -2.2890 0.2049 -0.015 0.005 0.042 -0.1054
C 1.3949 -2.4232 1.2601 -0.160 -0.068 0.009 0.7427
O 2.1637 -3.2738 1.5401 0.097 0.087 -0.010 -0.4534
H 0.0522 -3.1238 -1.5435 -0.004 0.022 -0.001 0.2521
H 0.8852 -4.2573 -0.4358 -0.012 0.004 0.007 0.3439
H 1.8239 -3.0228 -1.3207 0.003 0.003 0.009 0.3172
Cl 1.0482 -1.0646 2.3730 -0.037 -0.011 -0.008 -0.0976
F 3.8475 3.8995 0.9644 -0.025 0.158 0.015 -0.4007
Te 3.8527 2.0511 1.0419 0.386 0.072 -0.292 1.5163
F 2.4050 2.3335 -0.6019 -0.011 -0.059 -0.008 -0.6026
F 4.7917 2.1965 2.6643 0.058 -0.042 0.153 -0.4619
F 2.4149 -0.1402 -0.1355 -0.326 0.158 0.079 -0.6095
F -0.0418 2.8014 0.3793 0.175 -0.241 0.030 -0.5634
O 2.2705 1.7581 1.8971 -0.361 -0.196 0.155 -0.8048
```
Positions in Å, forces in eV/Å.